No. 1
Formula: C32H24ClF3N5O16P2S2W
Source: OMol25
Level of theory: ωB97M-V/def2-TZVPD

XYZ file:
```
86
Properties=species:S:1:pos:R:3:forces:R:3
W -0.901 -0.234 -0.278 -0.203 0.571 -0.078
O -7.482 2.976 2.552 -0.014 -0.048 -0.002
N -6.956 2.713 1.496 0.059 0.130 -0.004
O -7.401 2.971 0.398 -0.029 -0.051 0.009
C -5.656 2.007 1.546 -0.005 -0.039 0.014
C -5.401 1.289 2.657 -0.013 0.005 -0.006
C -4.184 0.547 2.777 0.010 0.011 -0.004
C -3.777 -0.117 3.947 -0.027 0.003 0.012
C -2.557 -0.734 3.961 0.023 -0.035 -0.017
C -1.777 -0.757 2.799 -0.039 -0.038 -0.010
N -2.156 -0.160 1.682 0.082 -0.009 0.175
C -3.321 0.519 1.686 0.022 0.011 -0.014
C -3.576 1.320 0.540 0.024 0.000 0.032
N -2.581 1.338 -0.374 -0.076 -0.060 0.041
C -2.659 2.200 -1.374 0.004 -0.020 0.009
C -3.755 3.048 -1.528 0.012 0.004 0.004
C -4.802 2.996 -0.645 -0.013 0.014 -0.012
C -4.724 2.113 0.450 -0.002 0.006 0.013
H -6.120 1.289 3.464 0.000 -0.003 0.002
H -4.417 -0.117 4.821 0.002 0.003 -0.001
H -2.189 -1.242 4.841 0.007 -0.001 0.000
H -0.841 -1.296 2.776 -0.025 -0.021 0.015
H -1.838 2.219 -2.072 -0.010 0.006 0.001
H -3.767 3.736 -2.362 0.005 0.000 -0.002
H -5.663 3.631 -0.775 0.002 -0.002 0.001
C 6.500 -2.680 -1.589 0.001 -0.001 0.005
C 5.270 -2.361 -0.789 0.018 0.029 -0.013
C 5.306 -1.391 0.215 0.005 0.031 -0.040
C 4.185 -1.113 0.971 -0.013 0.001 -0.002
C 3.012 -1.818 0.715 -0.019 0.059 -0.027
C 2.946 -2.788 -0.276 0.003 0.002 -0.012
C 4.079 -3.043 -1.027 -0.053 0.006 -0.016
S 1.635 -1.563 1.744 -0.040 -0.070 0.022
O 0.794 -2.717 1.731 0.005 0.031 -0.032
O 2.072 -1.008 2.991 -0.017 0.033 0.017
N 0.666 -0.337 1.069 0.049 0.046 -0.004
C 0.720 0.967 1.556 0.015 -0.076 0.040
C 1.684 1.683 2.255 0.000 -0.049 0.013
C 1.401 3.010 2.531 0.011 -0.020 0.001
C 0.215 3.597 2.102 -0.006 -0.006 0.004
C -0.670 2.832 1.374 -0.052 0.023 0.003
N -0.414 1.545 1.146 0.218 -0.194 -0.240
H 7.229 -1.874 -1.537 -0.003 0.002 -0.004
H 6.252 -2.861 -2.635 0.000 0.003 -0.003
H 6.972 -3.587 -1.205 0.001 -0.001 0.000
H 6.228 -0.856 0.407 0.002 -0.001 0.000
H 4.226 -0.389 1.774 0.003 -0.004 0.002
H 2.033 -3.342 -0.442 -0.014 -0.001 -0.010
H 4.030 -3.785 -1.813 -0.004 -0.012 -0.010
H 2.600 1.219 2.575 0.022 -0.012 0.015
H 2.123 3.598 3.082 0.002 -0.002 0.001
H -0.008 4.633 2.308 -0.002 0.000 -0.004
H -1.587 3.241 0.974 0.010 0.002 -0.007
O -1.135 -3.232 -2.690 0.097 -0.009 -0.195
P 0.122 -2.296 -2.701 0.037 0.328 0.015
O 1.416 -2.864 -3.030 0.071 -0.001 0.011
O 0.183 -1.446 -1.343 0.049 -0.447 0.258
O -0.417 -1.212 -3.751 0.114 0.095 0.144
P -1.679 -0.260 -3.522 -0.166 -0.005 -0.078
O -1.003 1.179 -3.717 -0.027 -0.006 -0.043
O -2.827 -0.463 -4.385 0.031 -0.117 0.015
O -1.955 -0.368 -1.975 0.090 -0.207 0.210
H -0.943 -4.117 -2.344 -0.047 0.024 0.050
H -1.270 1.541 -4.574 0.011 0.008 -0.002
Cl 6.516 1.071 -2.830 0.004 -0.006 0.009
C 4.868 1.379 -2.413 -0.010 0.002 0.012
C 3.935 0.364 -2.551 0.027 -0.020 0.022
C 2.623 0.602 -2.185 -0.006 0.000 0.025
C 2.249 1.861 -1.723 0.010 -0.019 0.025
C 3.192 2.882 -1.615 0.000 0.004 0.000
C 4.511 2.639 -1.946 0.007 -0.001 -0.006
C 0.852 2.167 -1.379 -0.071 0.088 -0.098
O 0.359 3.252 -1.256 0.021 -0.018 0.069
O 0.066 1.051 -1.225 -0.021 -0.081 -0.208
H 4.229 -0.602 -2.936 0.002 -0.019 0.009
H 1.898 -0.192 -2.275 0.018 0.003 -0.003
H 2.881 3.860 -1.272 0.003 0.002 -0.001
H 5.260 3.413 -1.858 -0.001 0.002 -0.002
F -0.837 -4.858 2.252 -0.020 0.002 0.042
C -1.954 -4.288 1.860 0.060 0.023 -0.032
F -2.319 -3.365 2.756 -0.032 0.073 -0.017
F -2.914 -5.194 1.785 0.030 -0.025 -0.016
S -1.756 -3.568 0.139 -0.214 0.053 -0.050
O -0.571 -4.189 -0.358 0.105 -0.127 0.093
O -3.018 -3.767 -0.483 0.048 0.043 0.003
O -1.561 -2.046 0.356 -0.159 0.100 -0.135
```
Positions in Å, forces in eV/Å.

Computed properties:
total charge: +1
ΔE to the lowest compared entry with this formula, charge and spin: 33.3 kcal/mol
E_tot: -136534.2098 eV
gap between HOMO and LUMO: 6.340 eV



No. 2
Formula: C32H24N11O2PrS
Source: OMol25
Level of theory: ωB97M-V/def2-TZVPD

XYZ file:
```
71
Properties=species:S:1:pos:R:3:forces:R:3
Pr -0.484 -0.106 0.153 0.876 -0.985 0.563
C 0.671 3.248 -2.899 1.304 0.896 -0.607
C 1.692 3.974 -2.261 -0.969 0.079 1.102
C 1.847 3.850 -0.898 1.249 -0.622 -0.043
C 1.237 2.791 -0.178 -1.953 -0.418 -1.782
N 0.305 2.014 -0.887 1.183 0.849 0.984
C 0.039 2.305 -2.179 -0.393 -1.722 0.605
N 1.380 2.688 1.142 -0.561 0.657 1.214
C 1.052 1.830 2.066 0.831 -0.707 -1.456
N 0.997 0.467 1.958 -0.534 0.126 1.042
C 0.961 -0.048 3.300 0.621 -1.653 -2.750
N 1.013 -1.292 3.608 -0.161 0.677 -0.269
C 0.806 -2.264 2.662 0.256 -0.760 -1.696
C 1.656 -3.400 2.606 -1.058 -0.448 0.110
C 1.141 -4.568 2.041 -0.952 0.800 0.662
C -0.197 -4.526 1.590 -0.291 -0.967 -1.321
C -0.793 -3.298 1.307 1.967 -0.725 1.338
N -0.232 -2.160 1.762 -0.069 0.072 1.182
C 1.041 1.033 4.204 -1.055 1.048 3.236
C 1.027 1.083 5.623 0.074 0.531 -0.914
C 1.120 2.346 6.242 -0.544 -1.354 0.873
C 1.016 3.529 5.505 0.562 -0.669 0.772
C 0.907 3.414 4.123 0.451 1.064 -0.700
C 0.932 2.184 3.474 0.796 1.476 1.477
H 0.476 3.358 -3.949 -0.106 0.060 -0.222
H 2.303 4.726 -2.716 0.019 0.174 -0.644
H 2.613 4.459 -0.417 -0.355 -0.214 0.151
H -0.637 1.589 -2.669 0.054 0.523 0.244
H 2.608 -3.410 3.116 -0.038 0.207 0.007
H 1.678 -5.516 2.094 -0.070 0.367 -0.109
H -0.737 -5.459 1.295 0.666 0.913 0.241
H -1.720 -3.243 0.787 -0.528 0.219 -0.461
H 0.879 0.174 6.199 0.461 0.094 -0.049
H 1.197 2.347 7.365 -0.131 0.240 -1.319
H 1.120 4.444 6.122 -0.290 -0.305 -1.142
H 0.939 4.295 3.493 -0.237 0.130 0.062
S 2.389 -1.838 -0.688 -2.614 -0.751 2.784
C 3.423 -1.124 -1.756 1.612 0.189 -4.005
C 4.419 -0.167 -1.459 0.102 0.290 1.698
C 5.269 0.392 -2.394 0.434 -0.161 -1.602
C 5.094 -0.031 -3.775 1.733 2.097 2.552
C 4.170 -0.967 -4.064 -1.303 -1.235 -2.286
C 3.367 -1.581 -3.133 -0.385 0.874 1.948
H 4.517 0.098 -0.372 -0.087 -0.113 -1.127
H 6.089 1.127 -2.084 -1.373 -1.126 -0.566
H 5.698 0.399 -4.558 0.091 0.096 -0.037
H 4.003 -1.193 -5.145 0.268 -0.090 0.899
H 2.601 -2.328 -3.379 0.479 0.355 -0.017
C -2.081 -1.527 -4.507 1.759 -1.456 -0.449
N -2.791 -1.717 -3.272 -0.450 -0.781 1.779
C -4.013 -2.386 -3.160 0.569 1.655 -0.404
C -4.755 -2.269 -2.038 -0.059 -0.419 0.297
C -4.069 -1.798 -0.838 -0.665 -0.240 -0.715
N -2.791 -1.407 -0.902 -0.903 0.006 0.169
C -2.188 -1.294 -2.108 2.204 0.856 -0.037
O -1.004 -0.780 -2.143 -2.575 -0.966 -0.421
N -4.731 -1.832 0.334 -0.857 -0.057 -0.782
H -1.203 -2.251 -4.618 -0.953 1.221 0.431
H -1.767 -0.501 -4.641 0.215 0.114 0.264
H -2.737 -1.770 -5.294 -0.934 -0.214 -0.990
H -4.353 -2.843 -4.078 -0.183 0.101 0.006
H -5.827 -2.545 -2.048 0.981 -0.126 0.240
H -5.764 -1.954 0.372 1.459 0.099 -0.267
H -4.341 -1.318 1.090 0.422 0.322 0.771
O -2.230 0.396 1.830 -0.133 2.582 -2.362
N -2.380 1.468 0.942 -1.308 -3.111 1.468
C -3.640 1.812 0.727 3.307 0.084 0.458
C -4.683 1.317 1.504 -4.458 -1.675 1.374
N -5.702 0.920 1.945 2.966 0.972 -0.933
C -3.832 2.843 -0.213 -0.659 2.337 -1.013
N -4.005 3.791 -0.860 0.217 -1.382 0.498
```
Positions in Å, forces in eV/Å.

Computed properties:
<S²>: 2.002
ΔE to the lowest compared entry with this formula, charge and spin: 35.2 kcal/mol
E_tot: -78963.0631 eV
gap between HOMO and LUMO (alpha / beta): 4.614 / 4.622 eV
spin multiplicity: 3



No. 3
Formula: C32H25BrEuIN13SSe
Source: OMol25
Level of theory: ωB97M-V/def2-TZVPD

XYZ file:
```
75
Properties=species:S:1:pos:R:3:forces:R:3
Eu -0.456 1.123 0.557 0.282 -0.480 -0.571
C -4.016 -1.986 -0.501 -0.013 0.047 -0.030
C -3.065 -0.980 -0.619 -0.002 -0.088 -0.048
N -1.984 -0.950 0.162 -0.104 0.171 0.153
C -1.858 -1.926 1.073 0.074 -0.027 0.121
C -2.826 -2.923 1.181 0.094 -0.005 -0.052
N -3.896 -2.950 0.402 0.002 0.012 -0.019
C -0.655 -1.862 1.945 -0.083 -0.032 -0.050
C -0.546 -2.554 3.137 0.077 -0.003 -0.055
C 0.592 -2.389 3.934 0.008 0.020 -0.011
C 1.600 -1.545 3.454 -0.048 -0.128 -0.089
C 1.434 -0.925 2.230 0.194 0.015 -0.094
N 0.312 -1.044 1.500 0.047 0.117 0.118
C 2.483 -0.075 1.612 -0.015 0.088 -0.012
C 3.841 -0.256 1.839 -0.044 -0.034 0.053
N 4.758 0.509 1.261 -0.002 0.020 0.012
C 4.332 1.467 0.453 -0.053 0.076 -0.075
C 2.977 1.657 0.195 0.051 0.015 0.106
N 2.059 0.879 0.766 -0.124 0.048 0.055
C 0.720 -3.069 5.236 0.032 -0.012 0.009
C -0.399 -3.323 6.025 0.048 -0.004 -0.001
C -0.218 -3.953 7.248 -0.096 -0.018 0.071
N 0.966 -4.344 7.704 -0.002 0.019 -0.063
C 2.028 -4.116 6.941 0.106 -0.019 0.013
C 1.964 -3.477 5.710 -0.085 0.008 -0.014
H -4.888 -2.006 -1.143 -0.010 -0.008 -0.010
H -3.185 -0.190 -1.351 0.015 0.023 0.020
H -2.725 -3.729 1.896 -0.018 -0.007 0.010
H -1.330 -3.222 3.462 -0.010 0.000 0.001
H 2.491 -1.370 4.039 0.000 -0.004 0.004
H 4.200 -1.047 2.486 0.008 -0.002 0.005
H 5.075 2.101 -0.014 0.023 -0.004 0.012
H 2.632 2.448 -0.462 -0.007 -0.007 0.004
H -1.396 -3.025 5.726 -0.006 0.018 -0.020
H -1.068 -4.152 7.890 -0.008 0.003 0.000
H 2.980 -4.461 7.325 -0.001 0.000 0.014
H 2.868 -3.348 5.130 0.012 0.005 -0.012
C 0.349 -0.426 -5.123 -0.001 -0.013 -0.016
C 0.071 0.875 -4.477 0.015 0.028 -0.123
N -0.121 2.004 -5.077 -0.004 -0.069 -0.018
N -0.332 2.912 -4.084 0.018 -0.052 0.068
C -0.279 2.384 -2.870 0.008 0.056 0.122
S -0.443 3.164 -1.361 -0.019 -0.116 -0.065
N -0.025 1.071 -3.102 -0.023 0.073 0.088
N 0.124 0.145 -2.065 0.027 -0.051 0.162
H 0.337 -0.282 -6.200 0.006 -0.004 0.000
H -0.409 -1.169 -4.867 0.001 -0.007 0.001
H 1.330 -0.808 -4.836 0.003 -0.011 0.004
H -0.498 3.881 -4.316 -0.001 -0.006 0.001
H -0.480 -0.654 -2.253 0.023 0.022 0.011
H 1.086 -0.195 -2.068 -0.042 -0.005 0.005
Se -1.920 0.638 4.544 -0.155 0.072 -0.066
N -3.587 1.198 4.481 0.130 -0.044 0.016
C -3.850 1.593 3.248 -0.095 0.028 0.077
C -5.070 2.150 2.752 0.019 -0.024 0.037
C -5.095 2.527 1.446 0.112 -0.006 -0.079
C -3.942 2.365 0.615 -0.110 0.065 0.100
N -2.810 1.841 1.020 -0.159 0.167 0.050
C -2.766 1.458 2.334 0.093 0.076 -0.161
N -1.635 0.960 2.805 -0.072 -0.023 0.150
H -5.921 2.270 3.409 -0.015 0.001 0.014
H -5.979 2.968 1.009 -0.020 0.004 0.003
H -3.984 2.700 -0.416 0.015 -0.010 -0.005
Br 2.878 2.656 4.018 -0.024 -0.098 -0.003
C 3.099 4.110 2.835 0.109 0.083 0.003
C 4.351 4.707 2.760 -0.044 -0.042 0.016
C 4.547 5.803 1.934 0.028 0.006 -0.004
C 3.502 6.314 1.180 -0.055 -0.023 -0.025
C 2.247 5.725 1.244 0.113 -0.061 0.021
C 2.060 4.625 2.072 0.104 0.024 -0.177
I 0.129 3.844 2.192 -0.303 0.110 0.226
H 5.162 4.321 3.362 0.002 -0.003 0.008
H 5.524 6.265 1.893 0.006 0.012 0.002
H 3.654 7.176 0.546 0.000 0.012 -0.001
H 1.426 6.125 0.665 -0.029 0.008 0.004
```
Positions in Å, forces in eV/Å.

Computed properties:
<S²>: 12.013
total charge: +3
ΔE to the lowest compared entry with this formula, charge and spin: 0.0 kcal/mol
E_tot: -226592.6506 eV
gap between HOMO and LUMO (alpha / beta): 5.959 / 6.425 eV
spin multiplicity: 7